# 1
The following is a quantum chemistry calculation of C61H50CrN6O2S2Te as an isolated structure, from the OMol25 dataset.

Structure (ORCA input):
```
! RIJCOSX wB97M-V def2-TZVPD def2/J DEFGRID3
* xyz 1 4
Cr 0.201 -0.819 -0.461
O -1.388 -1.198 -1.379
C -1.985 -2.436 -1.645
C -1.367 -3.510 -0.688
C -1.454 -3.005 0.713
C -2.319 -3.617 1.606
C -2.475 -3.103 2.881
C -1.762 -1.968 3.221
C -0.917 -1.382 2.290
C -0.198 -0.119 2.623
C -0.767 1.050 1.782
O -0.497 0.810 0.417
C -2.258 1.199 2.139
C -3.260 1.208 1.183
C -4.578 1.484 1.523
C -4.923 1.711 2.845
C -3.939 1.646 3.821
C -2.619 1.415 3.469
C -0.064 2.365 2.175
C -0.595 3.572 1.723
C 0.025 4.778 2.006
C 1.178 4.804 2.779
C 1.707 3.613 3.246
C 1.098 2.402 2.939
N -0.745 -1.905 1.060
C -1.712 -2.777 -3.114
C -0.950 -3.858 -3.535
C -0.682 -4.048 -4.888
C -1.179 -3.164 -5.829
C -1.944 -2.079 -5.415
C -2.199 -1.884 -4.069
C -3.493 -2.453 -1.376
C -4.327 -3.335 -2.058
C -5.674 -3.417 -1.737
C -6.207 -2.614 -0.739
C -5.378 -1.741 -0.051
C -4.028 -1.674 -0.362
H -0.334 -3.659 -0.973
H -1.906 -4.450 -0.791
H -2.882 -4.481 1.282
H -3.148 -3.567 3.589
H -1.863 -1.520 4.198
H 0.853 -0.214 2.385
H -0.300 0.104 3.683
H -3.015 0.979 0.163
H -5.327 1.524 0.742
H -5.945 1.941 3.115
H -4.196 1.797 4.862
H -1.858 1.430 4.242
H -1.508 3.567 1.144
H -0.401 5.701 1.632
H 1.655 5.744 3.023
H 2.596 3.618 3.866
H 1.550 1.491 3.314
H -0.576 -4.586 -2.825
H -0.092 -4.901 -5.202
H -0.982 -3.326 -6.881
H -2.347 -1.391 -6.148
H -2.788 -1.036 -3.737
H -3.923 -3.963 -2.844
H -6.313 -4.117 -2.260
H -7.261 -2.667 -0.500
H -5.773 -1.114 0.739
H -3.384 -1.008 0.189
N 3.023 -3.261 -2.474
C 3.058 -4.035 -1.331
C 3.844 -5.120 -0.967
C 3.580 -5.696 0.260
C 2.558 -5.212 1.084
C 1.792 -4.121 0.726
C 2.065 -3.505 -0.495
N 1.465 -2.423 -1.134
C 2.061 -2.325 -2.306
C 1.673 -1.335 -3.274
C 1.887 -1.353 -4.620
S 1.154 0.008 -5.337
C 0.600 0.505 -3.795
N 0.938 -0.267 -2.810
H 3.584 -3.381 -3.300
H 4.615 -5.506 -1.619
H 4.165 -6.543 0.591
H 2.356 -5.714 2.021
H 1.002 -3.761 1.371
H 2.384 -2.094 -5.223
H -0.001 1.395 -3.675
C -2.021 3.780 -3.119
Te -1.286 2.349 -1.645
C 0.454 3.628 -1.720
C -0.014 4.965 -2.228
C 0.749 6.116 -2.058
C 0.290 7.339 -2.519
C -0.944 7.426 -3.148
C -1.701 6.279 -3.333
C -1.239 5.044 -2.890
H -3.089 3.951 -2.989
H -1.867 3.425 -4.142
H 1.215 3.205 -2.385
H 0.878 3.704 -0.717
H 1.705 6.057 -1.550
H 0.891 8.229 -2.377
H -1.315 8.382 -3.492
H -2.666 6.337 -3.823
S 5.859 1.603 1.967
C 4.387 0.850 1.363
C 3.718 1.450 0.298
C 2.552 0.890 -0.171
N 2.019 -0.239 0.322
C 2.697 -0.837 1.314
C 3.856 -0.340 1.861
C 5.678 1.300 3.726
C 6.133 0.135 4.321
C 5.960 0.000 5.694
N 5.408 0.938 6.455
C 5.000 2.060 5.874
C 5.103 2.290 4.508
H 4.102 2.362 -0.139
H 1.985 1.369 -0.961
H 2.284 -1.763 1.689
H 4.329 -0.867 2.676
H 6.621 -0.638 3.743
H 6.285 -0.899 6.205
H 4.575 2.810 6.532
H 4.753 3.211 4.063
*
```

Orbital gap (spin up / spin down)   6.7 / 6.6 eV
Relative energy (zero: lowest compared OMol25 entry of this formula, charge and spin)   0.450 eV
F_max   1.651 eV/A
E   -4942.3519 a.u.
<S²>   3.7780

---

# 2
The following is a quantum chemistry calculation of C61H50HfN2O6STe as an isolated structure, from the OMol25 dataset.

Structure (ORCA input):
```
! RIJCOSX wB97M-V def2-TZVPD def2/J DEFGRID3
* xyz -2 1
Hf 0.249 -0.256 -0.047
O 1.644 -0.044 1.422
C 2.669 0.859 1.610
C 2.239 2.263 1.079
C 0.857 2.586 1.556
C 0.636 3.599 2.474
C -0.647 3.841 2.929
C -1.674 3.048 2.456
C -1.393 2.041 1.543
C -2.459 1.106 1.060
C -2.300 -0.298 1.731
O -1.112 -0.877 1.317
C -3.516 -1.183 1.397
C -3.750 -2.332 2.148
C -4.832 -3.154 1.880
C -5.704 -2.841 0.844
C -5.467 -1.715 0.074
C -4.377 -0.897 0.345
C -2.300 -0.108 3.257
C -1.232 -0.574 4.009
C -1.223 -0.431 5.392
C -2.283 0.186 6.040
C -3.364 0.642 5.293
C -3.374 0.486 3.916
N -0.151 1.832 1.079
C 2.946 1.040 3.123
C 1.880 0.944 4.012
C 2.064 1.133 5.375
C 3.327 1.415 5.879
C 4.397 1.518 5.002
C 4.207 1.335 3.638
C 3.966 0.370 0.958
C 4.293 -0.971 1.129
C 5.487 -1.480 0.642
C 6.376 -0.652 -0.029
C 6.059 0.690 -0.199
C 4.866 1.197 0.298
H 2.935 3.029 1.425
H 2.248 2.234 -0.013
H 1.479 4.176 2.833
H -0.841 4.620 3.656
H -2.691 3.184 2.798
H -3.446 1.522 1.263
H -2.349 0.962 -0.019
H -3.063 -2.589 2.947
H -4.988 -4.047 2.472
H -6.551 -3.483 0.630
H -6.113 -1.481 -0.763
H -4.194 -0.047 -0.297
H -0.416 -1.053 3.481
H -0.382 -0.806 5.964
H -2.277 0.302 7.117
H -4.207 1.110 5.789
H -4.239 0.815 3.348
H 0.902 0.709 3.620
H 1.214 1.065 6.043
H 3.478 1.539 6.945
H 5.390 1.737 5.379
H 5.053 1.415 2.966
H 3.584 -1.620 1.631
H 5.708 -2.534 0.760
H 7.293 -1.054 -0.444
H 6.736 1.344 -0.737
H 4.635 2.244 0.146
O 2.301 -3.897 -0.054
C 2.102 -2.835 -0.627
O 1.062 -2.098 -0.396
C 3.073 -2.366 -1.681
C 3.946 -3.340 -2.169
C 4.875 -3.062 -3.153
C 4.944 -1.767 -3.664
C 4.097 -0.789 -3.187
C 3.139 -1.057 -2.192
S 2.140 0.296 -1.718
H 3.861 -4.331 -1.744
H 5.534 -3.837 -3.525
H 5.664 -1.524 -4.439
H 4.148 0.224 -3.570
Te -0.276 2.171 -2.052
C -2.153 3.128 -2.386
C -3.293 2.376 -2.693
C -4.499 2.986 -3.010
C -4.602 4.374 -3.030
C -3.481 5.135 -2.721
C -2.278 4.520 -2.398
H -3.221 1.293 -2.692
H -5.364 2.377 -3.250
H -5.542 4.852 -3.279
H -3.546 6.219 -2.730
H -1.410 5.123 -2.156
C -4.388 -6.775 1.457
C -3.206 -6.011 0.911
C -2.253 -5.513 1.793
C -1.184 -4.764 1.323
C -1.029 -4.541 -0.030
C -1.958 -5.061 -0.926
N -1.781 -4.939 -2.308
C -0.860 -4.115 -2.970
C -0.064 -4.709 -3.953
C 0.813 -3.965 -4.724
C 0.915 -2.597 -4.525
C 0.131 -1.999 -3.550
C -0.751 -2.734 -2.761
C -1.670 -1.951 -1.849
O -2.815 -2.334 -1.684
O -1.194 -0.829 -1.394
C -3.072 -5.774 -0.459
C -4.096 -6.251 -1.455
H -4.258 -6.952 2.525
H -4.512 -7.744 0.969
H -5.318 -6.213 1.322
H -2.365 -5.691 2.858
H -0.449 -4.358 2.008
H -0.168 -3.988 -0.385
H -2.039 -5.758 -2.831
H -0.137 -5.783 -4.096
H 1.436 -4.458 -5.461
H 1.609 -2.000 -5.103
H 0.184 -0.928 -3.394
H -4.294 -5.465 -2.186
H -5.037 -6.509 -0.971
H -3.754 -7.139 -2.003
*
```

Orbital gap   5.6 eV
Relative energy (zero: lowest compared OMol25 entry of this formula, charge and spin)   0.321 eV
F_max   1.282 eV/A
E   -3630.0981 a.u.

---

# 3
The following is a quantum chemistry calculation of a 10-piece molecular cluster, C61H51BrN4O19P overall, from the OMol25 dataset.

Structure (ORCA input):
```
! RIJCOSX wB97M-V def2-TZVPD def2/J DEFGRID3
* xyz 1 1
C -0.368 2.204 0.768
C -1.755 2.271 0.140
C -2.056 0.981 -0.657
C -2.849 -0.062 0.151
C -4.318 -0.207 -0.286
N -5.280 -0.006 0.803
C -5.637 1.204 1.184
N -5.212 2.345 0.626
C -5.789 3.320 1.294
P -5.462 5.087 0.783
O -6.322 5.910 1.886
Br -3.421 5.260 1.582
N -6.571 2.844 2.261
N -6.490 1.479 2.195
H -0.165 3.060 1.411
H -0.290 1.314 1.393
H 0.402 2.154 -0.001
H -2.497 2.392 0.931
H -1.801 3.121 -0.543
H -1.096 0.545 -0.936
H -2.573 1.236 -1.584
H -2.365 -1.033 0.061
H -2.808 0.209 1.207
H -4.553 0.498 -1.079
H -4.496 -1.215 -0.649
H -5.659 -0.797 1.296
H -7.187 5.508 2.057
H -7.116 3.351 2.938
H -6.972 0.871 2.836
C 5.216 2.776 -1.470
C 4.511 2.372 -0.418
C 3.357 3.159 0.079
O 2.703 2.780 1.031
C 3.023 4.416 -0.629
C 3.726 4.821 -1.681
C 4.875 4.031 -2.189
O 5.511 4.394 -3.154
H 6.061 2.219 -1.855
H 4.738 1.460 0.120
H 2.179 4.974 -0.244
H 3.499 5.732 -2.219
C -0.734 2.880 -3.508
C -1.531 2.524 -4.510
C -1.061 1.593 -5.565
O -1.796 1.251 -6.467
C 0.328 1.078 -5.470
C 1.127 1.440 -4.468
C 0.655 2.362 -3.407
O 1.367 2.686 -2.479
H -1.049 3.557 -2.724
H -2.547 2.886 -4.606
H 0.639 0.395 -6.250
H 2.142 1.077 -4.373
C 1.686 0.698 3.458
C 2.841 0.511 4.090
C 2.934 -0.366 5.283
O 3.993 -0.533 5.849
C 1.689 -1.030 5.752
C 0.533 -0.842 5.122
C 0.444 0.034 3.926
O -0.613 0.199 3.346
H 1.608 1.335 2.587
H 3.763 0.979 3.769
H 1.784 -1.664 6.625
H -0.387 -1.313 5.443
C 9.376 -2.592 4.173
C 8.838 -1.526 3.588
C 7.418 -1.162 3.815
O 6.921 -0.195 3.277
C 6.621 -2.028 4.722
C 7.159 -3.095 5.304
C 8.579 -3.461 5.076
O 9.072 -4.437 5.602
H 10.408 -2.883 4.021
H 9.399 -0.881 2.924
H 5.592 -1.733 4.872
H 6.599 -3.742 5.968
C 8.491 -6.797 3.122
C 8.895 -7.924 3.699
C 9.628 -8.959 2.926
O 9.989 -9.995 3.442
C 9.897 -8.683 1.492
C 9.490 -7.556 0.915
C 8.755 -6.522 1.688
O 8.385 -5.490 1.170
H 7.957 -6.027 3.665
H 8.715 -8.142 4.744
H 10.433 -9.450 0.948
H 9.669 -7.339 -0.130
C -3.297 -4.340 -5.493
C -2.033 -4.087 -5.819
C -1.620 -2.744 -6.300
O -0.464 -2.505 -6.581
C -2.666 -1.696 -6.412
C -3.930 -1.953 -6.084
C -4.345 -3.291 -5.594
O -5.494 -3.520 -5.282
H -3.625 -5.309 -5.137
H -1.251 -4.833 -5.748
H -2.331 -0.725 -6.761
H -4.711 -1.206 -6.153
C -7.715 6.479 -2.198
C -6.410 6.702 -2.321
C -5.714 6.535 -3.623
O -4.522 6.724 -3.723
C -6.536 6.117 -4.787
C -7.842 5.895 -4.667
C -8.536 6.057 -3.362
O -9.723 5.850 -3.247
H -8.241 6.591 -1.256
H -5.794 7.013 -1.489
H -6.010 6.004 -5.727
H -8.461 5.589 -5.500
C -8.928 8.817 1.578
C -9.495 9.951 1.981
C -10.773 9.945 2.742
O -11.291 10.972 3.108
C -11.389 8.622 3.035
C -10.818 7.491 2.631
C -9.546 7.506 1.876
O -9.020 6.469 1.504
H -7.998 8.795 1.023
H -9.064 10.923 1.779
H -12.319 8.641 3.588
H -11.249 6.518 2.828
C 6.856 -12.301 0.826
C 7.839 -11.580 0.296
C 7.760 -11.063 -1.093
O 8.659 -10.402 -1.568
C 6.539 -11.383 -1.875
C 5.554 -12.106 -1.348
C 5.633 -12.620 0.045
O 4.732 -13.273 0.524
H 6.893 -12.685 1.837
H 8.741 -11.335 0.844
H 6.504 -10.996 -2.885
H 4.655 -12.353 -1.897
*
```

Orbital gap   7.3 eV
F_max   0.769 eV/A
E   -6918.5201 a.u.

---

The highest E belongs to which entry? C61H50HfN2O6STe